DFT (ωB97M-V/def2-TZVPD) results for a molecular structure, C37H33HfN7O3Se4 in a non-equilibrium geometry.

Each line ends with the Löwdin spin population.
Atoms and positions in Å:
Hf 0.27 -1.16 0.02  -0.003
C 1.37 -5.13 1.78  0.000
C 1.57 -3.66 1.56  0.000
O 0.61 -3.07 0.91  0.009
C 2.68 -3.01 2.02  0.000
C 2.98 -1.65 1.76  0.000
C 4.29 -1.13 2.28  0.000
N 2.21 -0.87 1.03  0.000
N 2.85 0.36 0.70  0.000
C 2.35 0.80 -0.40  0.000
O 1.36 0.21 -1.03  0.002
C 2.91 2.00 -1.08  0.000
C 3.96 2.72 -0.51  0.000
C 4.46 3.83 -1.17  0.000
C 3.93 4.22 -2.39  0.000
C 2.89 3.50 -2.96  0.000
C 2.38 2.39 -2.30  0.001
H 1.87 -5.68 0.99  0.000
H 0.31 -5.36 1.73  0.000
H 1.78 -5.46 2.73  0.000
H 3.40 -3.57 2.60  0.000
H 4.64 -1.77 3.08  0.000
H 4.20 -0.10 2.61  0.000
H 5.03 -1.14 1.48  0.000
H 4.36 2.41 0.44  0.000
H 5.27 4.40 -0.73  0.000
H 4.33 5.09 -2.90  0.000
H 2.49 3.80 -3.92  0.000
H 1.58 1.80 -2.73  0.002
Se -0.88 -3.12 -1.70  0.381
Se -1.00 -0.50 -2.89  0.428
C -2.31 -0.12 -1.56  0.027
C -3.62 0.19 -1.92  0.018
C -4.52 0.52 -0.93  0.004
C -4.10 0.50 0.40  0.017
C -2.81 0.13 0.68  0.004
N -1.92 -0.19 -0.28  0.016
C 0.95 -3.29 -2.15  0.020
C 1.50 -4.17 -3.07  0.018
C 2.87 -4.10 -3.29  0.000
C 3.63 -3.16 -2.61  0.019
C 3.00 -2.32 -1.71  0.001
N 1.69 -2.41 -1.48  0.015
H -3.89 0.18 -2.96  0.001
H -5.54 0.78 -1.18  0.000
H -4.77 0.75 1.21  0.001
H -2.45 0.08 1.69  0.000
H 0.88 -4.88 -3.60  0.001
H 3.34 -4.77 -3.99  0.000
H 4.70 -3.07 -2.77  0.001
H 3.54 -1.56 -1.15  0.000
Se -0.96 -0.13 4.71  0.000
Se -0.29 -1.76 3.20  0.000
C -1.96 -2.57 2.66  0.000
C -2.82 -3.16 3.58  0.000
C -3.96 -3.78 3.09  0.000
C -4.18 -3.80 1.72  0.000
C -3.26 -3.18 0.89  0.002
N -2.17 -2.57 1.35  0.001
C -0.75 1.43 3.58  0.000
C -0.94 2.66 4.19  0.000
C -0.82 3.78 3.38  0.000
C -0.55 3.65 2.03  0.000
C -0.39 2.35 1.54  0.000
N -0.47 1.27 2.30  0.000
H -2.60 -3.14 4.64  0.000
H -4.66 -4.25 3.77  0.000
H -5.05 -4.28 1.30  0.000
H -3.40 -3.16 -0.18  0.000
H -1.16 2.75 5.24  0.000
H -0.95 4.77 3.81  0.000
H -0.45 4.50 1.37  0.000
H -0.47 2.76 -0.38  0.000
O -0.18 2.06 0.26  0.000
N -1.42 3.69 -1.50  0.001
C -1.18 3.58 -2.81  0.005
C -2.14 3.80 -3.78  0.002
C -3.41 4.16 -3.38  0.000
C -3.68 4.28 -2.02  0.001
C -2.66 4.02 -1.13  0.000
H -0.16 3.31 -3.08  0.001
H -1.88 3.70 -4.83  0.000
H -4.19 4.35 -4.11  0.000
H -4.66 4.56 -1.66  0.000
H -2.83 4.10 -0.06  0.000

Output
2S+1 = 2
energy = -318169.3660 eV
net charge = +1
expectation value of S² = 0.76



DFT (ωB97M-V/def2-TZVPD) results for a molecular structure, C37H33N11O2S3W.

Each line ends with the Löwdin spin population.
Atoms and positions in Å:
W 2.34 -1.00 0.39  2.121
C 1.02 1.67 5.24  0.001
N 1.59 0.67 4.29  0.010
C 1.67 0.76 2.98  0.017
N 2.18 -0.39 2.50  0.026
C 2.40 -1.14 3.63  0.012
N 2.03 -0.53 4.72  0.003
C 0.02 2.55 4.53  0.000
C 0.10 3.93 4.60  0.000
C -0.84 4.71 3.93  0.000
C -1.82 4.13 3.15  0.000
C -1.88 2.74 3.06  0.000
C -0.99 1.96 3.78  0.000
C -2.83 2.07 2.16  0.000
N -3.64 2.57 1.30  0.000
N -4.20 1.49 0.62  0.000
C -3.68 0.43 1.13  0.000
O -2.80 0.72 2.13  0.000
C -3.80 -0.97 0.74  0.000
C -4.65 -1.37 -0.29  0.000
C -4.67 -2.70 -0.68  0.000
C -3.82 -3.63 -0.08  0.000
C -2.99 -3.23 0.95  0.000
C -2.01 -4.18 1.60  0.001
N -0.62 -3.83 1.20  0.013
C 0.06 -2.74 1.48  0.020
N 1.20 -2.73 0.77  0.027
C 1.13 -3.91 0.06  0.017
N 0.04 -4.58 0.29  0.004
C -3.01 -1.91 1.37  0.000
H 1.85 2.24 5.66  0.000
H 0.58 1.08 6.04  0.000
H 1.36 1.62 2.42  0.001
H 2.80 -2.13 3.62  0.001
H 0.87 4.41 5.19  0.000
H -0.79 5.79 4.00  0.000
H -2.53 4.73 2.60  0.000
H -1.08 0.88 3.74  0.000
H -5.30 -0.65 -0.77  0.000
H -5.34 -3.03 -1.47  0.000
H -3.83 -4.66 -0.41  0.000
H -2.15 -5.21 1.29  0.000
H -2.05 -4.13 2.69  0.000
H -0.26 -1.96 2.16  0.001
H 1.90 -4.25 -0.61  0.001
H -2.41 -1.59 2.22  0.000
S 5.57 -2.04 1.44  0.373
C 4.21 -1.66 0.89  0.132
O 0.50 0.00 0.27  0.071
S 0.30 1.51 -0.08  0.009
C 1.74 1.75 -1.11  0.006
C 1.70 2.27 -2.38  0.001
C 2.88 2.35 -3.11  -0.002
C 4.08 1.91 -2.57  0.002
C 4.13 1.42 -1.28  0.003
C 2.95 1.34 -0.53  0.021
C -1.08 1.60 -1.14  0.001
C -1.72 2.84 -1.16  0.000
C -2.83 2.99 -1.97  0.000
C -3.30 1.91 -2.70  0.000
C -2.67 0.67 -2.64  0.000
C -1.54 0.50 -1.86  0.000
H 0.76 2.59 -2.81  0.000
H 2.86 2.77 -4.11  0.000
H 4.99 1.99 -3.15  0.000
H 5.07 1.13 -0.83  0.000
H 3.03 1.18 0.55  0.007
H -1.38 3.66 -0.54  0.000
H -3.36 3.94 -2.00  0.000
H -4.19 2.02 -3.31  0.000
H -3.07 -0.17 -3.19  0.000
H -1.03 -0.45 -1.78  0.000
C 1.27 -0.39 -6.02  0.000
C 0.54 -0.78 -4.74  0.001
C 1.46 -1.31 -3.69  0.006
N 1.45 -0.96 -2.45  0.010
N 2.41 -1.61 -1.69  0.030
C 3.13 -2.47 -2.40  0.026
N 4.08 -3.27 -1.91  0.018
S 2.69 -2.50 -4.06  0.003
H 0.57 0.03 -6.74  0.000
H 1.74 -1.25 -6.50  0.000
H 2.05 0.36 -5.83  0.000
H -0.21 -1.54 -4.95  0.000
H 0.02 0.07 -4.30  0.000
H 4.41 -3.16 -0.97  0.003
H 4.62 -3.86 -2.52  0.001

Output
2S+1 = 4
energy = -93697.0086 eV
net charge = +3
expectation value of S² = 3.79



DFT (ωB97M-V/def2-TZVPD) results for a molecular structure, C37H33O6P2SSiSn.

Each line ends with the Löwdin charge.
Atoms and positions in Å:
Sn 2.31 1.33 -0.94  1.102
O -1.22 3.04 -0.44  -0.324
P -2.10 1.99 -1.01  0.712
C -1.58 0.26 -0.78  -0.288
P -0.58 -0.09 0.69  0.766
O 0.77 0.56 0.74  -0.504
C -0.47 -1.89 0.69  -0.253
C 0.15 -2.50 -0.40  -0.053
C 0.28 -3.88 -0.44  -0.066
C -0.19 -4.66 0.61  -0.091
C -0.78 -4.06 1.71  -0.091
C -0.92 -2.67 1.76  -0.083
C -1.57 0.38 2.12  -0.276
C -1.04 1.34 2.98  -0.054
C -1.78 1.76 4.08  -0.075
C -3.03 1.23 4.32  -0.089
C -3.57 0.28 3.46  -0.084
C -2.84 -0.14 2.36  -0.101
C -2.68 2.17 -2.71  -0.291
C -2.80 1.11 -3.60  -0.077
C -3.37 1.31 -4.84  -0.073
C -3.83 2.57 -5.20  -0.095
C -3.69 3.64 -4.32  -0.087
C -3.13 3.44 -3.07  -0.067
C -3.71 2.05 -0.13  -0.267
C -3.87 2.99 0.88  -0.075
C -5.07 3.09 1.57  -0.090
C -6.12 2.25 1.26  -0.102
C -5.98 1.31 0.25  -0.091
C -4.79 1.22 -0.45  -0.087
H -0.96 -0.08 -1.62  0.039
H -2.47 -0.37 -0.70  0.077
H 0.54 -1.90 -1.22  0.083
H 0.78 -4.34 -1.28  0.111
H -0.07 -5.74 0.59  0.101
H -1.13 -4.66 2.54  0.098
H -1.37 -2.21 2.62  0.094
H -0.07 1.76 2.76  0.111
H -1.37 2.52 4.74  0.102
H -3.60 1.56 5.18  0.100
H -4.56 -0.12 3.64  0.104
H -3.27 -0.87 1.69  0.114
H -2.39 0.14 -3.35  0.106
H -3.44 0.49 -5.54  0.103
H -4.27 2.73 -6.18  0.095
H -4.02 4.63 -4.61  0.097
H -3.01 4.27 -2.38  0.113
H -3.02 3.63 1.12  0.106
H -5.17 3.83 2.36  0.100
H -7.06 2.33 1.80  0.095
H -6.81 0.65 -0.01  0.097
H -4.70 0.51 -1.26  0.106
C 3.04 -4.21 2.10  -0.115
C 2.78 -2.90 2.45  -0.096
C 3.07 -1.87 1.56  -0.127
C 3.64 -2.12 0.31  -0.344
C 3.89 -3.45 -0.02  -0.118
C 3.60 -4.49 0.85  -0.110
Si 4.10 -0.72 -0.87  0.604
C 5.77 -0.04 -0.29  -0.348
C 6.14 0.00 1.06  -0.108
C 7.34 0.58 1.47  -0.107
C 8.20 1.14 0.53  -0.118
C 7.84 1.12 -0.81  -0.108
C 6.65 0.54 -1.21  -0.124
H 2.81 -5.02 2.78  0.094
H 2.33 -2.67 3.41  0.099
H 2.82 -0.85 1.85  0.092
H 4.33 -3.68 -0.99  0.090
H 3.80 -5.51 0.57  0.094
H 4.39 -1.37 -2.18  -0.021
H 5.49 -0.44 1.81  0.089
H 7.60 0.59 2.52  0.093
H 9.13 1.59 0.84  0.090
H 8.50 1.55 -1.56  0.094
H 6.39 0.53 -2.27  0.096
O 0.58 0.03 -4.48  -0.321
S 0.97 0.70 -3.27  0.222
O 2.33 1.34 -3.32  -0.498
O 1.13 -0.28 -2.09  -0.574
O 0.00 1.71 -2.78  -0.419

Output
2S+1 = 1
energy = -94317.5706 eV
net charge = -1



DFT (ωB97M-V/def2-TZVPD) results for a molecular structure, C37H34BCl2F3N10Re.

Each line ends with the Löwdin charge.
Atoms and positions in Å:
Re 0.15 -0.25 -0.09  1.545
C -1.54 3.09 -0.81  -0.016
C -0.37 3.07 0.10  -0.317
C 0.22 4.21 0.65  -0.002
C 1.23 3.75 1.46  -0.032
N 1.24 2.41 1.39  0.026
N 0.25 1.97 0.56  -0.012
B 2.04 1.37 2.18  -0.660
N 2.89 0.58 1.15  0.039
C 4.22 0.52 1.05  -0.011
C 4.54 -0.22 -0.07  0.024
C 3.31 -0.57 -0.63  -0.270
C 3.04 -1.51 -1.75  -0.094
N 2.31 -0.07 0.12  -0.055
N 1.04 0.38 2.81  0.033
C 0.63 0.22 4.07  -0.034
C -0.24 -0.85 4.12  0.010
C -0.34 -1.31 2.81  -0.315
C -1.06 -2.51 2.32  -0.040
N 0.41 -0.52 2.01  -0.064
N 2.98 1.93 3.23  -0.013
C 3.60 1.24 4.23  -0.089
C 4.63 2.00 4.69  -0.012
C 4.60 3.17 3.90  -0.345
C 5.50 4.35 3.95  -0.029
N 3.62 3.11 3.02  0.114
H -1.24 3.05 -1.86  0.079
H -2.23 2.28 -0.60  0.047
H -2.08 4.03 -0.66  0.091
H -0.06 5.24 0.48  0.112
H 1.95 4.25 2.07  0.108
H 4.85 1.01 1.78  0.130
H 5.52 -0.48 -0.44  0.114
H 2.69 -0.97 -2.64  0.128
H 3.97 -2.02 -2.02  0.132
H 2.25 -2.78 -0.24  0.143
H 1.01 0.86 4.86  0.133
H -0.71 -1.27 5.00  0.115
H -1.24 -3.19 3.15  0.091
H -2.02 -2.25 1.88  0.026
H -0.46 -3.03 1.56  0.065
H 3.27 0.25 4.52  0.122
H 5.30 1.77 5.50  0.107
H 5.77 4.59 4.98  0.079
H 6.43 4.16 3.41  0.080
H 5.02 5.22 3.51  0.077
Cl -3.67 -0.18 1.15  0.757
C -3.84 -0.01 -0.56  -0.600
C -5.10 0.06 -1.11  -0.088
C -5.24 0.27 -2.47  -0.051
C -4.13 0.43 -3.28  -0.090
C -2.87 0.35 -2.72  -0.576
Cl -1.49 0.59 -3.75  0.751
C -2.68 0.11 -1.35  -0.440
N -1.43 -0.04 -0.81  -0.208
H -5.97 -0.03 -0.47  0.114
H -6.23 0.33 -2.91  0.119
H -4.23 0.62 -4.34  0.113
N -0.23 -2.11 -2.36  0.068
C -1.22 -3.21 -2.22  -0.205
C -1.38 -4.07 -3.29  -0.017
C -2.32 -5.09 -3.19  -0.051
C -3.08 -5.22 -2.03  -0.058
C -2.91 -4.33 -0.98  -0.045
C -1.97 -3.31 -1.07  -0.027
H -0.72 -1.25 -2.61  0.032
H 0.36 -2.35 -3.16  0.145
H -0.78 -3.97 -4.18  0.123
H -2.45 -5.78 -4.01  0.116
H -3.81 -6.01 -1.95  0.113
H -3.51 -4.42 -0.09  0.115
H -1.82 -2.61 -0.26  0.059
F 1.19 -8.51 -3.46  0.149
C 1.52 -7.47 -4.23  -0.589
F 2.62 -7.79 -4.91  0.155
F 0.53 -7.31 -5.14  0.137
C 1.70 -6.21 -3.43  -0.116
C 2.18 -5.08 -4.08  0.004
C 2.30 -3.88 -3.39  -0.029
C 1.93 -3.80 -2.04  -0.203
C 1.48 -4.96 -1.40  -0.006
C 1.37 -6.15 -2.09  0.015
C 1.98 -2.51 -1.26  -0.277
C 0.65 -1.76 -1.18  -0.275
H 2.47 -5.13 -5.12  0.133
H 2.70 -3.01 -3.90  0.119
H 1.21 -4.91 -0.36  0.126
H 1.01 -7.04 -1.59  0.128

Output
2S+1 = 1
energy = -89824.1940 eV
net charge = +1



DFT (ωB97M-V/def2-TZVPD) results for a molecular structure, C37H34GeN2O2S2Tc in a non-equilibrium geometry.

Each line ends with the Löwdin charge.
Atoms and positions in Å:
Tc 0.95 0.53 -0.88  0.961
S 1.22 -0.07 1.28  0.833
C 0.44 -1.60 1.46  -0.534
N 0.27 -2.17 2.61  -0.027
C -0.35 -3.51 2.68  -0.044
C 0.07 -4.32 1.49  -0.049
N -0.22 -3.57 0.25  -0.052
C -0.70 -4.38 -0.90  -0.071
C -2.05 -4.98 -0.57  -0.243
C -3.13 -4.13 -0.34  -0.046
C -4.37 -4.67 -0.03  -0.054
C -4.53 -6.05 0.04  -0.045
C -3.45 -6.89 -0.20  -0.041
C -2.21 -6.35 -0.50  -0.032
C -0.05 -2.29 0.23  -0.567
S -0.40 -1.31 -1.15  0.762
C 0.60 -1.54 3.92  -0.072
C -0.62 -1.55 4.81  -0.249
C -0.64 -2.33 5.96  -0.029
C -1.77 -2.33 6.76  -0.037
C -2.87 -1.57 6.42  -0.040
C -2.85 -0.79 5.26  -0.051
C -1.72 -0.78 4.46  -0.046
H -1.43 -3.39 2.74  0.162
H -0.01 -3.98 3.60  0.154
H -0.50 -5.25 1.45  0.147
H 1.14 -4.56 1.51  0.161
H 0.05 -5.16 -1.06  0.149
H -0.73 -3.74 -1.77  0.092
H -3.01 -3.05 -0.41  0.101
H -5.22 -4.02 0.15  0.114
H -5.50 -6.47 0.27  0.121
H -3.58 -7.96 -0.16  0.122
H -1.37 -7.01 -0.70  0.124
H 0.95 -0.53 3.73  0.089
H 1.42 -2.12 4.35  0.153
H 0.23 -2.91 6.24  0.125
H -1.78 -2.93 7.67  0.123
H -3.75 -1.57 7.05  0.122
H -3.71 -0.18 5.01  0.116
H -1.69 -0.15 3.57  0.110
C 1.98 7.30 0.52  -0.024
C 3.13 6.71 0.00  -0.039
C 3.03 5.56 -0.76  -0.095
C 1.77 4.98 -0.98  -0.304
C 0.62 5.57 -0.46  -0.102
C 0.73 6.74 0.29  -0.045
Ge 1.65 3.47 -2.11  1.180
C -0.01 2.39 -1.95  -0.388
C -0.74 2.32 -0.73  -0.211
C -2.00 1.71 -0.71  -0.042
C -2.55 1.18 -1.88  -0.046
C -1.82 1.19 -3.05  -0.035
C -0.54 1.76 -3.08  -0.069
C 2.60 3.34 -3.75  -0.300
C 2.80 2.12 -4.40  -0.125
C 3.50 2.09 -5.59  -0.044
C 4.00 3.27 -6.14  -0.023
C 3.79 4.49 -5.49  -0.031
C 3.09 4.52 -4.29  -0.080
H 2.06 8.21 1.10  0.126
H 4.10 7.16 0.17  0.124
H 3.93 5.11 -1.18  0.113
H -0.36 5.15 -0.64  0.099
H -0.16 7.21 0.69  0.122
H -0.37 2.83 0.15  0.116
H -2.56 1.69 0.22  0.133
H -3.55 0.77 -1.86  0.134
H -2.24 0.76 -3.96  0.136
H 0.00 1.78 -4.02  0.115
H 2.41 1.19 -3.99  0.093
H 3.67 1.15 -6.10  0.122
H 4.54 3.25 -7.07  0.127
H 4.18 5.40 -5.92  0.126
H 2.94 5.47 -3.79  0.110
O 2.65 1.95 -1.04  -0.219
C 3.37 0.95 -1.41  -0.336
O 2.80 -0.17 -1.40  -0.108
H 4.42 1.07 -1.70  0.183

Output
2S+1 = 1
energy = -126355.5122 eV
net charge = +3



DFT (ωB97M-V/def2-TZVPD) results for a molecular structure, C37H34N5RhS2.

Each line ends with the Löwdin charge.
Atoms and positions in Å:
Rh 0.89 1.46 -0.13  0.638
S 2.68 1.98 1.19  0.679
C 2.20 3.30 2.23  -0.650
C 3.14 4.00 2.98  -0.059
C 2.73 4.99 3.86  -0.196
C 3.72 5.70 4.63  -0.183
N 4.51 6.27 5.25  0.161
C 1.37 5.29 3.99  -0.194
C 0.43 4.60 3.23  -0.062
C 0.83 3.60 2.35  -0.647
S -0.38 2.78 1.38  0.684
C 0.92 6.30 4.91  -0.181
N 0.54 7.10 5.64  0.162
H 4.19 3.78 2.88  0.117
H -0.62 4.84 3.33  0.116
C 4.35 -0.17 -2.24  -0.052
C 4.50 0.73 -3.29  -0.050
C 3.60 1.76 -3.42  0.005
C 2.56 1.90 -2.51  -0.214
N 2.43 1.02 -1.50  -0.066
C 3.30 0.02 -1.36  -0.136
C 1.50 2.92 -2.55  -0.209
C 1.36 3.80 -3.63  -0.041
C 0.24 4.61 -3.71  -0.090
C -0.73 4.51 -2.72  -0.081
C -0.58 3.65 -1.64  -0.132
C 0.56 2.86 -1.52  -0.245
H 5.04 -1.00 -2.09  0.107
H 5.32 0.62 -3.99  0.111
H 3.71 2.48 -4.22  0.108
H 3.15 -0.64 -0.51  0.111
H 2.10 3.83 -4.42  0.100
H 0.12 5.29 -4.54  0.100
H -1.63 5.12 -2.79  0.103
H -1.35 3.63 -0.89  0.047
C -2.14 -4.40 3.05  -0.066
C -1.40 -3.32 3.83  -0.559
C -2.38 -2.68 4.83  -0.039
C -0.24 -3.97 4.59  -0.040
C -0.84 -2.23 2.92  -0.146
C -0.15 -1.15 3.46  0.015
C 0.37 -0.18 2.63  -0.128
N 0.23 -0.22 1.31  -0.004
C -0.47 -1.21 0.77  -0.181
C -1.01 -2.23 1.54  0.052
C -0.73 -1.10 -0.70  -0.157
C -1.41 -2.08 -1.40  0.045
C -1.62 -1.97 -2.77  -0.146
C -1.12 -0.83 -3.39  0.022
C -0.46 0.12 -2.63  -0.072
N -0.26 0.00 -1.32  0.038
C -2.37 -3.07 -3.52  -0.558
C -1.61 -4.39 -3.37  -0.039
C -2.51 -2.75 -5.01  -0.064
C -3.78 -3.21 -2.92  -0.038
H -2.52 -5.15 3.74  0.088
H -1.48 -4.91 2.34  0.088
H -2.99 -4.00 2.50  0.088
H -2.78 -3.45 5.49  0.088
H -3.21 -2.21 4.31  0.094
H -1.89 -1.93 5.45  0.081
H -0.62 -4.75 5.25  0.088
H 0.30 -3.25 5.21  0.081
H 0.47 -4.43 3.90  0.093
H 0.01 -1.06 4.53  0.118
H 0.92 0.66 3.02  0.084
H -1.57 -3.02 1.08  0.092
H -1.77 -2.96 -0.88  0.104
H -1.24 -0.65 -4.45  0.110
H -0.09 1.02 -3.09  0.110
H -0.60 -4.30 -3.77  0.094
H -2.13 -5.18 -3.91  0.089
H -1.53 -4.69 -2.33  0.079
H -1.54 -2.66 -5.50  0.089
H -3.07 -1.83 -5.18  0.090
H -3.06 -3.56 -5.50  0.089
H -3.74 -3.49 -1.87  0.079
H -4.33 -3.98 -3.45  0.089
H -4.33 -2.28 -3.00  0.095

Output
2S+1 = 1
energy = -71052.5835 eV